{"formula": "C32H28ClCoN4O3S2", "method": "ωB97M-V/def2-TZVPD", "lumo_ha": [0.075, 0.076], "spin_multiplicity": 2, "molar_mass_da": 675.12, "s_squared": 0.824, "charge": -1, "total_energy_ha": -4320.26456, "e_homo_ev": [-2.0586, -4.1801], "de_lowest_ev": 3.116, "orbital_gap_ev": [4.11, 6.25], "species": ["Co", "Cl", "C", "C", "C", "C", "O", "C", "C", "N", "C", "C", "C", "C", "C", "C", "C", "C", "N", "C", "C", "H", "H", "H", "H", "H", "H", "H", "H", "H", "H", "O", "C", "C", "C", "C", "C", "C", "C", "O", "N", "N", "C", "S", "C", "C", "S", "H", "H", "H", "H", "H", "H", "H", "H", "H", "C", "C", "C", "C", "C", "C", "H", "H", "H", "H", "H", "H", "H", "H", "H"], "coordinates": [[-0.383400, -0.543600, -0.276100], [2.419000, 3.098200, -5.313900], [1.711600, 2.591300, -3.801600], [0.584100, 3.252000, -3.326300], [0.008700, 2.840300, -2.142800], [0.494300, 1.728700, -1.424900], [-0.091300, 1.341600, -0.350900], [1.664600, 1.068700, -1.951300], [2.192800, -0.029800, -1.239100], [1.481300, -0.636200, -0.317300], [1.960500, -1.456700, 0.644200], [3.238800, -2.035400, 0.716600], [3.549000, -2.878500, 1.763900], [2.640800, -3.136800, 2.776300], [1.370300, -2.533600, 2.766300], [0.380800, -2.760200, 3.743300], [-0.838600, -2.126300, 3.602700], [-1.071400, -1.290400, 2.527200], [-0.164600, -1.050500, 1.568700], [1.029300, -1.681200, 1.684200], [2.269800, 1.535600, -3.122300], [0.154100, 4.066600, -3.890400], [-0.878600, 3.329600, -1.766800], [3.224700, -0.330600, -1.416700], [3.959800, -1.854600, -0.062800], [4.517000, -3.358300, 1.787600], [2.901100, -3.810800, 3.579100], [0.577600, -3.436100, 4.561900], [-1.628600, -2.283600, 4.324800], [-2.033000, -0.830500, 2.407500], [3.140800, 1.025100, -3.508900], [0.318000, -0.375400, -4.499900], [-0.971000, -0.208100, -4.874600], [-1.311600, -0.068800, -6.213600], [-2.632500, 0.089700, -6.602000], [-3.630800, 0.117800, -5.639700], [-3.305000, -0.018400, -4.306500], [-1.980900, -0.184500, -3.892100], [-1.667100, -0.283500, -2.469100], [-0.485100, -0.565700, -2.071600], [-2.635400, -0.028200, -1.612800], [-2.206200, -0.068200, -0.353800], [-3.033900, 0.238900, 0.636300], [-4.763200, -0.040300, 0.611900], [-4.811200, -0.032200, 2.458600], [-3.943800, 1.099700, 2.978800], [-2.605500, 1.532800, 1.764100], [0.902100, -0.287900, -5.264700], [-0.527000, -0.082200, -6.961100], [-2.877400, 0.193200, -7.650600], [-4.664000, 0.250300, -5.931400], [-4.062800, 0.000100, -3.540000], [-4.445000, -1.003400, 2.792200], [-5.851300, 0.091800, 2.749200], [-3.462700, 0.833700, 3.920000], [-4.515600, 2.016400, 3.118000], [1.003700, -5.282500, -0.518200], [-0.500200, -5.026800, -0.354800], [-1.280200, -5.711300, -1.480700], [-0.974800, -5.523100, 1.015000], [-0.682400, -3.578700, -0.410100], [-0.706100, -2.375000, -0.383200], [1.223000, -6.348700, -0.495600], [1.555200, -4.789400, 0.279600], [1.347000, -4.868200, -1.464600], [-1.156300, -6.793900, -1.431100], [-0.922900, -5.363500, -2.448200], [-2.339900, -5.475400, -1.405800], [-0.836400, -6.600200, 1.107700], [-2.029000, -5.290000, 1.153200], [-0.414900, -5.028100, 1.807000]], "forces_ev_per_angstrom": [[0.0097, 0.7267, 1.1884], [0.1525, 0.1071, -0.3352], [-0.0846, 0.1695, 0.0530], [0.2028, -0.0635, -0.1460], [0.0039, -0.2464, 0.1941], [0.7791, 0.6918, -1.0549], [-0.3802, 0.3635, 0.9664], [-0.4136, 0.6064, -0.1537], [0.5943, -0.3445, 0.0439], [0.6219, -0.7147, 0.0154], [0.4645, -0.1823, -0.0743], [-0.0583, 0.2459, -0.2520], [-0.1508, -0.0798, 0.2668], [0.3675, -0.2018, 0.0418], [-0.3545, -0.0439, 0.2226], [0.0274, 0.2739, -0.4104], [0.1203, -0.1798, 0.2745], [0.2103, 0.0720, -0.4384], [-0.0381, -0.1832, 1.5953], [0.2315, -0.0159, 0.2856], [-0.2427, -0.0269, 0.2918], [0.0225, 0.0733, -0.0554], [-0.0674, 0.0380, 0.0661], [-0.0630, 0.0189, 0.0740], [0.0933, 0.0252, -0.1247], [0.1179, -0.0339, 0.0121], [-0.0195, -0.0627, 0.1138], [0.0222, -0.0638, 0.1110], [-0.0469, 0.0220, 0.0028], [-0.0253, -0.0204, -0.0039], [0.0851, -0.0099, -0.0616], [0.0182, -0.0498, -0.2010], [-0.0233, -0.0817, 0.3047], [-0.1771, 0.0374, -0.3331], [0.2040, 0.0028, 0.1976], [-0.2439, 0.0177, -0.1731], [0.3376, -0.0657, 0.1155], [0.1323, 0.0766, -0.7600], [0.6906, -0.3757, 1.0243], [-0.7879, 0.2650, -2.0093], [-1.9403, -0.5648, -0.6658], [-0.9032, 0.8283, 2.2694], [0.8696, 0.4193, -1.9864], [-0.5048, -0.0080, 0.0671], [0.1601, -0.0967, -0.8024], [0.6199, 0.5264, -0.1623], [-0.0743, -1.0511, 0.3564], [-0.1928, 0.0772, 0.0594], [0.0598, -0.0081, -0.0041], [0.0119, 0.0137, -0.0353], [-0.0271, -0.0174, -0.0063], [-0.0763, 0.0249, 0.0630], [-0.0525, 0.0657, 0.0781], [-0.0287, -0.0654, 0.0513], [-0.0923, -0.0342, 0.0337], [-0.0489, -0.0409, 0.0381], [-0.0847, -0.0494, -0.0042], [0.0747, 0.0137, 0.0152], [0.0621, -0.0036, 0.0954], [0.0262, -0.0647, -0.0707], [-0.2130, -0.1815, -0.0464], [-0.0159, -0.1862, -0.2573], [0.0431, -0.2156, 0.0084], [0.0725, 0.0443, 0.0911], [0.0392, -0.0022, -0.0671], [0.0136, -0.1215, 0.0058], [0.0071, 0.0325, -0.0741], [-0.0960, 0.0077, 0.0022], [0.0156, -0.1731, 0.0100], [-0.1015, 0.0001, 0.0183], [0.0446, 0.0434, 0.0448]]}

---

{"formula": "C32H28ClCoN4O6Se", "method": "ωB97M-V/def2-TZVPD", "lumo_ha": -0.011, "molar_mass_da": 737.94, "total_energy_ha": -6151.15907, "e_homo_ev": -7.3222, "de_lowest_ev": 0.000, "orbital_gap_ev": 7.01, "species": ["Co", "C", "O", "C", "C", "C", "C", "C", "C", "N", "N", "C", "O", "C", "C", "C", "C", "C", "C", "C", "O", "H", "H", "H", "H", "H", "H", "H", "H", "H", "H", "H", "H", "C", "C", "C", "C", "Cl", "C", "C", "C", "O", "C", "C", "O", "O", "H", "H", "H", "H", "H", "H", "H", "H", "C", "N", "C", "Se", "N", "C", "C", "C", "C", "C", "C", "H", "H", "H", "H", "H", "H", "H", "H"], "coordinates": [[0.355136, -0.737744, 0.109758], [-0.309251, -3.052435, -3.430764], [-0.318696, -1.953421, -4.336487], [0.125686, -0.711704, -3.985401], [0.437531, 0.117468, -5.039634], [0.820539, 1.449156, -4.849856], [0.878378, 1.944417, -3.574606], [0.578347, 1.120009, -2.473193], [0.620430, 1.726545, -1.168218], [0.431307, 1.102915, -0.065053], [0.542028, 1.804255, 1.131252], [0.721553, 0.940681, 2.092764], [0.751523, -0.336941, 1.925699], [0.831424, 1.462649, 3.480342], [0.667045, 0.585335, 4.548226], [0.695202, 1.063133, 5.851501], [0.903979, 2.414421, 6.091393], [1.083711, 3.288239, 5.025727], [1.040873, 2.817584, 3.723428], [0.219048, -0.237610, -2.645655], [-0.076439, -1.049717, -1.667336], [-0.423038, -3.934328, -4.059714], [-1.133625, -2.994634, -2.722693], [0.622861, -3.110098, -2.873571], [0.374875, -0.302857, -6.035260], [1.067984, 2.067600, -5.701238], [1.161327, 2.974497, -3.390965], [0.836724, 2.790170, -1.092525], [0.525838, -0.467917, 4.340063], [0.565515, 0.378403, 6.679753], [0.935511, 2.785578, 7.107889], [1.254382, 4.340962, 5.211815], [1.162248, 3.487741, 2.883334], [5.443424, -0.156833, -1.396439], [4.697686, -0.948708, -2.429065], [4.536767, -0.492291, -3.727190], [3.794921, -1.219302, -4.647201], [3.626140, -0.615771, -6.271744], [3.199047, -2.411217, -4.293535], [3.364342, -2.887281, -2.997895], [4.106162, -2.164678, -2.080311], [4.319698, -2.590443, -0.789537], [3.231792, -3.193417, -0.136826], [2.062988, -2.243328, -0.023618], [0.914746, -2.643987, 0.304691], [2.228480, -1.009894, -0.254110], [5.815972, 0.774240, -1.821019], [6.287129, -0.721623, -0.997590], [4.786392, 0.073231, -0.556034], [4.979164, 0.449837, -4.024179], [2.611126, -2.964571, -5.012775], [2.912173, -3.830845, -2.724003], [3.568189, -3.436141, 0.871620], [2.896851, -4.120175, -0.607330], [-2.726095, 1.822328, -0.842090], [-2.577385, 1.772391, 0.602032], [-2.311328, 0.673731, 1.325299], [-1.999537, -1.052311, 0.698222], [-2.246746, 1.036738, 2.616885], [-2.413258, 2.406132, 2.738381], [-2.365000, 3.259401, 3.829279], [-2.564581, 4.603550, 3.572487], [-2.801643, 5.076159, 2.275663], [-2.842130, 4.221674, 1.188246], [-2.637648, 2.874613, 1.448056], [-2.409352, 0.867659, -1.254836], [-2.095596, 2.614998, -1.241594], [-3.766978, 2.011860, -1.102855], [-1.953571, 0.394207, 3.336643], [-2.159877, 2.892338, 4.826064], [-2.529748, 5.308762, 4.391827], [-2.951142, 6.136017, 2.120534], [-3.016673, 4.587948, 0.185997]], "forces_ev_per_angstrom": [[0.0031, -0.2079, 0.2623], [-0.0183, -0.0269, 0.0282], [0.0128, 0.0084, -0.0312], [-0.0160, 0.0014, -0.0134], [-0.0153, 0.0375, 0.0190], [-0.0029, -0.0302, 0.0147], [-0.0022, 0.0087, -0.0146], [0.0138, 0.0701, 0.0854], [-0.0025, -0.0882, -0.0204], [-0.0090, 0.1332, -0.1311], [0.0048, 0.0186, -0.0247], [0.0715, 0.0491, 0.0324], [-0.1017, -0.0124, 0.0344], [-0.0031, -0.0067, -0.0051], [0.0088, 0.0075, 0.0101], [0.0066, -0.0085, -0.0074], [0.0047, 0.0045, -0.0036], [-0.0079, -0.0030, 0.0040], [0.0005, -0.0054, 0.0033], [-0.0446, 0.0069, -0.0640], [0.0496, 0.0009, 0.0076], [0.0109, -0.0040, -0.0013], [0.0066, -0.0060, -0.0068], [0.0178, -0.0078, -0.0103], [0.0004, -0.0006, 0.0015], [0.0026, -0.0007, 0.0000], [0.0006, 0.0014, -0.0036], [0.0073, 0.0012, -0.0024], [-0.0004, 0.0018, 0.0051], [0.0000, 0.0003, 0.0013], [-0.0004, -0.0006, -0.0003], [-0.0011, -0.0006, 0.0004], [0.0010, -0.0004, 0.0021], [0.0126, 0.0031, 0.0065], [-0.0260, -0.0061, 0.0113], [-0.0091, 0.0150, -0.0128], [0.0212, 0.0219, -0.0033], [0.0170, -0.0164, 0.0028], [-0.0086, -0.0157, 0.0086], [0.0150, -0.0328, -0.0169], [-0.0061, 0.0822, -0.0731], [0.0914, -0.0750, 0.0120], [-0.0285, 0.0205, 0.0360], [-0.0341, -0.0325, -0.0024], [-0.0116, 0.0706, -0.0327], [-0.0294, 0.0367, -0.0078], [0.0042, 0.0008, -0.0042], [0.0032, 0.0006, -0.0060], [-0.0125, -0.0072, -0.0139], [-0.0027, 0.0024, -0.0039], [0.0021, 0.0058, -0.0056], [0.0002, -0.0021, 0.0121], [-0.0078, -0.0136, -0.0032], [-0.0132, -0.0018, -0.0050], [-0.0076, 0.0161, -0.0067], [-0.0418, -0.0178, 0.0046], [0.0926, 0.0088, -0.0007], [-0.0057, -0.0152, -0.0598], [-0.0034, -0.0089, 0.0090], [-0.0013, 0.0237, 0.0023], [-0.0174, -0.0051, 0.0019], [0.0033, -0.0046, 0.0030], [-0.0042, -0.0034, -0.0033], [0.0006, 0.0020, 0.0051], [0.0117, -0.0027, -0.0142], [-0.0043, 0.0002, 0.0004], [0.0038, -0.0033, 0.0082], [-0.0004, 0.0038, -0.0020], [-0.0060, 0.0070, -0.0186], [0.0045, 0.0017, 0.0005], [0.0010, 0.0000, -0.0001], [-0.0004, 0.0005, 0.0009], [-0.0004, -0.0002, -0.0005]]}

---

{"formula": "C32H28N2O2P2PdS2SbSe4", "method": "ωB97M-V/def2-TZVPD", "lumo_ha": [0.070, 0.006], "spin_multiplicity": 5, "molar_mass_da": 1142.69, "s_squared": 6.046, "charge": -1, "total_energy_ha": -12949.30567, "e_homo_ev": [-4.2005, -4.5508], "de_lowest_ev": 0.726, "orbital_gap_ev": [6.10, 4.71], "species": ["Pd", "S", "P", "C", "P", "S", "C", "C", "C", "C", "C", "C", "C", "C", "C", "C", "C", "C", "C", "C", "C", "C", "C", "C", "C", "C", "C", "C", "C", "C", "H", "H", "H", "H", "H", "H", "H", "H", "H", "H", "H", "H", "H", "H", "H", "H", "H", "H", "H", "H", "Se", "Sb", "Se", "Se", "Se", "O", "C", "N", "C", "O", "C", "C", "C", "C", "N", "C", "H", "H", "H", "H", "H", "H", "H", "H"], "coordinates": [[-0.866567, 1.076566, 2.527221], [-1.531467, 1.477007, -1.499009], [-0.327938, 0.012596, -0.858920], [-0.228354, -0.242190, 0.801115], [0.620049, -1.364095, 1.685594], [0.739994, -0.651701, 3.607931], [2.341348, -1.723222, 1.146546], [3.285123, -0.712822, 1.331058], [4.578115, -0.857998, 0.870600], [4.957719, -2.023011, 0.221165], [4.033269, -3.042636, 0.044124], [2.736027, -2.892439, 0.507390], [-0.117683, -3.035789, 1.773034], [0.465294, -4.070323, 2.498772], [-0.150388, -5.301924, 2.581257], [-1.369952, -5.513966, 1.943980], [-1.968433, -4.485224, 1.239296], [-1.348046, -3.247778, 1.162281], [-0.829521, -1.533341, -1.722476], [-2.157130, -1.713460, -2.096402], [-2.592338, -2.927996, -2.594379], [-1.702216, -3.981504, -2.747343], [-0.369642, -3.805191, -2.402195], [0.055380, -2.591861, -1.891007], [1.315882, 0.383611, -1.612672], [1.777651, -0.091207, -2.829247], [2.996547, 0.332853, -3.338685], [3.766137, 1.252363, -2.645550], [3.312763, 1.738806, -1.426274], [2.111020, 1.295521, -0.917844], [2.982890, 0.199393, 1.843497], [5.290377, -0.055782, 1.009686], [5.967331, -2.134518, -0.147859], [4.319030, -3.955851, -0.459537], [2.026015, -3.694926, 0.358096], [1.408968, -3.907305, 3.008120], [0.311387, -6.098170, 3.145440], [-1.852997, -6.478253, 2.007752], [-2.920627, -4.640036, 0.751022], [-1.808604, -2.422764, 0.626309], [-2.844787, -0.881303, -1.983633], [-3.630724, -3.051533, -2.869129], [-2.041622, -4.930109, -3.137410], [0.337231, -4.615226, -2.519681], [1.096946, -2.469894, -1.623040], [1.181037, -0.783429, -3.409516], [3.337293, -0.052680, -4.287929], [4.711215, 1.586054, -3.045606], [3.905727, 2.451821, -0.871039], [1.760972, 1.632763, 0.052625], [-2.905459, -0.541469, 3.036407], [-2.271011, 1.058673, 4.790019], [1.271175, 2.753212, 2.525325], [-0.054504, 2.991432, 4.314113], [-4.144182, 2.714800, 4.570893], [0.712669, 4.447029, -0.931445], [-0.413211, 4.899760, -1.655933], [-0.969073, 6.064326, -1.037824], [-2.014267, 6.093040, -0.167692], [-2.504499, 7.139780, 0.203395], [-2.556532, 4.775659, 0.297487], [-3.893068, 4.462275, 0.073347], [-4.367675, 3.244642, 0.523726], [-3.511573, 2.412830, 1.221375], [-2.246240, 2.736673, 1.498516], [-1.774305, 3.882756, 1.010989], [0.863833, 3.530970, -1.210083], [-1.166812, 4.111262, -1.693942], [-0.118009, 5.160052, -2.683755], [-0.529747, 6.962321, -1.182257], [-4.525971, 5.158543, -0.458449], [-5.384700, 2.933224, 0.344556], [-3.838777, 1.441707, 1.595565], [-0.727749, 4.108605, 1.208126]], "forces_ev_per_angstrom": [[0.0994, -0.2164, -0.5878], [0.2112, -0.1671, 0.0856], [-0.2357, 0.2563, -0.6622], [-0.0753, 0.3458, 0.1308], [0.2658, -0.2735, 0.5414], [-0.0748, 0.0448, -0.3358], [-0.0196, 0.1648, 0.1035], [-0.2644, 0.1784, 0.1254], [0.1090, 0.0352, -0.0131], [-0.0702, -0.1240, -0.0411], [0.1836, 0.0892, -0.0163], [-0.2001, -0.0500, -0.0707], [-0.2811, 0.1204, -0.0449], [0.2483, 0.1641, 0.0558], [-0.2002, -0.1300, -0.0774], [0.0946, -0.0012, 0.0576], [-0.0403, -0.0224, -0.0027], [0.0980, 0.2283, -0.1050], [0.0158, 0.0250, 0.0539], [-0.0547, 0.2704, 0.1268], [-0.0177, -0.1324, -0.0604], [0.0836, 0.0305, 0.0171], [-0.1313, -0.1022, -0.0493], [0.1796, 0.0533, 0.1102], [0.0187, 0.0773, 0.3230], [-0.1665, -0.0878, -0.2465], [0.0656, 0.0733, 0.0208], [-0.0632, -0.0302, 0.0314], [0.1767, 0.0365, -0.1237], [-0.2914, -0.1189, 0.2234], [0.0495, -0.1490, -0.0572], [0.0402, 0.0277, 0.0091], [0.0797, -0.0179, -0.0254], [0.0316, -0.0555, -0.0262], [-0.0585, -0.0193, -0.0004], [-0.0034, 0.0327, -0.0048], [0.0491, -0.0962, 0.0673], [-0.0364, -0.1003, 0.0148], [-0.0563, -0.0009, -0.0301], [0.0241, -0.1019, 0.0552], [0.0446, -0.0430, -0.0035], [-0.0754, -0.0206, -0.0233], [-0.0349, -0.0892, -0.0322], [0.0355, -0.0601, -0.0169], [0.0542, 0.0047, 0.0771], [-0.0315, -0.0010, 0.0266], [0.0549, -0.0436, -0.1151], [0.1209, 0.0356, -0.0628], [0.0419, 0.0685, 0.0573], [0.0124, 0.0387, -0.0262], [0.0157, 0.2110, 0.0764], [-0.2032, -0.5653, 0.4728], [-0.0484, 0.0498, 0.1191], [0.2296, 0.2756, -0.1046], [-0.0658, 0.1035, -0.0671], [0.0974, -0.0919, -0.0829], [0.0414, -0.0261, -0.1993], [0.1467, 0.0455, 0.0544], [0.0161, -0.2213, -0.0466], [-0.1513, 0.3407, 0.1418], [-0.2354, -0.0131, -0.0804], [0.2090, -0.0879, 0.0559], [0.0489, 0.1519, -0.0386], [0.1660, -0.2301, 0.2602], [-0.0571, -0.1857, -0.1689], [0.2290, -0.0617, 0.2095], [-0.0138, -0.0451, 0.1410], [-0.0064, 0.0722, -0.0452], [-0.0767, -0.0072, 0.1803], [-0.0641, -0.0911, -0.0910], [-0.0483, 0.0429, -0.0243], [-0.0886, -0.0158, -0.0182], [0.0485, 0.2586, -0.1394], [-0.1952, -0.0562, -0.0583]]}

---

> What is the formula in the second record?

C32H28ClCoN4O6Se